ORCA calculation (ωB97M-V/def2-TZVPD) on a 10-piece molecular cluster, C48H98F8N10O22S8 overall in a non-equilibrium geometry.

Last column: Mulliken charge in e.
Cartesian coordinates (Å):
H (-3.1788, -6.2138, 5.2013)  0.357
C (2.7212, 8.5754, 12.6200)  -1.501
H (6.7436, -4.2998, -9.6527)  0.347
O (-7.4983, -2.0130, -10.3617)  -0.223
C (4.2721, 6.4981, 13.1824)  -1.531
C (6.5228, -4.3602, -6.1738)  -1.724
H (2.3502, -1.1462, 2.1723)  0.351
F (-2.0982, 6.7991, -7.9129)  -0.269
H (6.3084, -3.2938, -6.1036)  0.399
H (5.1183, 10.4426, -1.6743)  0.441
O (2.7736, 0.8046, 0.2507)  -0.424
H (6.4225, 9.4848, 3.3024)  0.394
S (0.9447, -7.2080, -1.2672)  1.047
C (6.4462, 8.7373, -1.6117)  1.430
C (6.5527, -7.3369, -9.8768)  -1.516
H (8.2848, 8.9917, -2.6977)  0.446
H (-9.0962, -5.7025, -7.9471)  0.511
H (3.0329, -5.0953, -9.1724)  0.401
H (4.9114, 10.5541, 0.7694)  0.427
S (5.9041, -1.1226, 9.5658)  1.077
C (1.0525, 6.0579, 10.9358)  1.045
C (6.2014, -4.9537, -7.5376)  1.390
H (7.2629, 6.7148, -1.8747)  0.418
H (6.8237, 10.6551, 2.1051)  0.423
C (-8.2179, -7.3288, 5.6921)  -1.130
O (1.6208, -7.4914, -2.4988)  -0.519
H (1.8235, 7.0740, 14.6858)  0.439
C (5.4841, -8.7820, -8.0277)  -1.598
H (4.0328, -4.6896, -7.1545)  0.460
C (1.4208, -0.5821, 2.2510)  -0.752
S (-1.0049, -6.1455, -1.9453)  1.049
C (6.8551, 9.5844, 2.3069)  -1.657
H (-0.1220, 7.3446, 13.4284)  0.341
H (4.4620, 6.7800, 14.2181)  0.399
C (-7.8552, -7.0474, 3.2211)  -1.455
H (0.1177, 8.1813, 11.0229)  0.300
C (1.1326, 4.9044, 9.8963)  -1.542
N (-7.7749, -2.6681, -9.1071)  0.694
C (5.9130, 7.3601, 1.4948)  -1.482
C (-5.6437, -2.3129, -7.9228)  -1.703
C (1.8246, 6.4721, 13.7770)  -1.160
H (4.8545, -9.4006, -8.6672)  0.399
C (-7.9650, -5.8609, 6.0566)  -0.799
H (0.7317, 7.7229, 9.4916)  0.438
H (-7.6402, -6.0180, -9.7414)  0.368
H (0.7036, -1.2216, 0.3697)  0.386
C (-7.4207, -7.7878, 4.5006)  1.398
S (7.0673, 0.8358, 9.0697)  1.117
O (8.2766, 0.0127, 8.9355)  -0.547
H (3.6496, -7.0592, -7.9872)  0.447
H (-6.9789, -9.7695, 3.4623)  0.431
C (4.8262, 9.4695, 0.8361)  -1.319
F (-5.2512, 1.2927, 0.6617)  -0.327
O (0.3540, -8.2584, -0.4125)  -0.537
O (-2.9877, 4.6154, -0.0996)  -0.587
C (0.2350, 5.4886, 12.1529)  -1.099
H (-8.2433, -6.0664, 3.4951)  0.303
C (0.3592, 6.3671, 13.3972)  -0.709
H (-7.4626, -9.9364, 5.1188)  0.418
H (6.0098, -4.8645, -5.3549)  0.448
H (5.1919, 6.9044, 0.8162)  0.267
H (1.6780, 8.8807, 12.5389)  0.339
C (-7.8722, -4.4065, -6.7172)  -0.855
S (-1.2350, 5.4122, -11.0871)  1.107
H (6.5379, -6.4351, -10.4889)  0.311
H (3.3629, 9.0481, 11.8765)  0.398
H (-8.0163, -7.8157, 6.6462)  0.381
O (3.4217, 6.6530, 10.3777)  -0.264
H (4.3012, 5.4090, 13.1481)  0.433
O (6.6824, -2.0286, 10.3797)  -0.536
H (-3.8015, -7.2758, 6.3641)  0.426
H (-4.5896, -5.2607, 3.3583)  0.444
O (0.1963, 6.2851, -8.0969)  -0.617
H (1.7662, 1.4328, -2.0163)  0.309
H (1.4433, 3.9654, 10.3544)  0.424
N (0.8000, -0.3256, 0.8257)  -0.209
H (3.7350, -7.3662, -9.7413)  0.448
C (7.0563, -4.2716, -8.6089)  -1.616
H (2.1364, 5.5031, 14.1669)  0.450
H (-6.2115, -4.7151, 3.7089)  0.408
C (6.3082, 7.2394, -1.9120)  -1.533
H (3.1985, 9.6280, -0.3637)  0.395
H (-6.3638, -4.8402, -9.1823)  0.332
H (-6.2632, -4.4621, 6.3805)  0.476
C (-7.6024, -9.3166, 4.2331)  -1.678
H (-8.6742, -2.6101, -6.3197)  0.425
O (-1.5159, 4.5425, -8.4390)  -0.502
H (-0.1086, 0.1031, 0.9298)  0.393
H (-7.0973, -2.7187, -5.6550)  0.554
H (-7.2883, -0.4519, -6.5334)  0.385
O (-2.3708, 4.5091, -11.3129)  -0.604
H (1.8478, 0.3832, 2.5227)  0.355
H (-0.1551, 5.8532, 14.2093)  0.411
O (-5.0634, -8.2145, 3.9529)  -0.228
H (-8.4145, -5.1836, 5.3305)  0.378
C (0.2774, 7.3076, 10.3912)  -1.501
H (5.9870, 7.0161, -2.9294)  0.445
H (-6.9407, -4.9426, -6.8990)  0.363
H (7.9180, 9.3625, 2.4025)  0.433
H (4.2228, 9.4147, 1.7422)  0.471
O (-0.8972, -6.3883, -3.3694)  -0.588
F (7.6534, 2.1374, 9.9352)  -0.352
C (4.2203, -6.8756, -8.8976)  -1.062
H (5.5623, 6.6869, -1.3406)  0.289
H (-5.0426, -4.0064, 4.5818)  0.437
H (5.0717, -8.8215, -7.0194)  0.445
N (5.9864, 0.4902, 10.0898)  -0.289
N (7.0217, 8.9550, -0.1571)  0.667
C (4.7199, -4.5646, -7.9914)  -1.126
H (7.3627, 10.5057, -2.4469)  0.415
C (-7.5588, -0.7631, -7.5423)  -1.742
C (-5.2640, -4.9916, 4.1712)  -1.644
O (-6.0765, 2.8160, 2.2949)  -0.544
H (-8.3252, -4.9347, -5.8782)  0.417
C (-5.3968, -6.0826, 5.3036)  1.381
H (4.6417, -5.0436, -10.0166)  0.320
C (6.1559, 8.8393, 1.0730)  1.437
O (-5.7562, 3.4522, -0.0740)  -0.536
H (4.6603, -3.5119, -8.2675)  0.389
C (-9.6075, -4.0670, -10.1168)  -1.562
C (-8.3520, -4.0742, -9.2307)  0.991
H (3.9111, 7.9786, -0.5409)  0.297
H (-3.8595, -5.5974, 6.7396)  0.433
F (-1.2426, 6.1619, -12.5243)  -0.308
H (0.6265, -1.0299, 2.8483)  0.322
S (-1.0947, 5.8499, -8.7452)  1.062
N (0.2113, -5.6695, -1.1597)  -0.209
H (6.9388, 9.3168, -3.6945)  0.390
H (7.0344, -3.1976, -8.4244)  0.441
H (-8.5988, -9.6224, 3.9141)  0.416
H (-9.2896, -7.4980, 5.5874)  0.410
H (6.1717, -8.1231, -10.5286)  0.410
O (-2.0364, -6.8850, -1.2420)  -0.574
H (6.8525, 6.8283, 1.3447)  0.410
O (8.3865, 8.5982, -0.0603)  -0.227
C (5.7274, -7.3142, -8.6086)  1.089
C (-7.1296, -2.1710, -7.8087)  1.525
H (-6.1032, -5.7725, 7.3583)  0.483
H (8.0835, -4.6352, -8.6359)  0.400
H (0.1198, 0.7068, -1.7110)  0.401
O (7.2779, -7.0952, -6.6775)  -0.231
H (-0.8183, 5.2700, 11.9775)  0.484
F (4.3915, -1.3450, 10.1935)  -0.303
H (-5.2275, -1.8663, -8.8258)  0.478
N (2.4722, 6.4608, 11.3707)  0.764
H (0.6276, 4.4939, 12.3638)  0.439
H (-8.4251, -5.4947, 6.9744)  0.421
H (-7.0227, -6.8809, 2.5374)  0.359
O (0.0943, 4.8550, -11.0892)  -0.580
H (1.7988, 5.0373, 9.0438)  0.408
H (-9.4994, -3.8327, -11.1758)  0.406
O (-4.0818, 5.1318, 2.1355)  -0.571
H (-0.7007, 6.9209, 10.1049)  0.414
S (-3.4028, 4.2076, 1.2188)  1.018
H (-8.6343, -0.6330, -7.6622)  0.452
N (-1.4631, 6.6927, -10.2350)  -0.288
C (-7.2368, -5.0080, -9.8131)  -1.382
C (-3.9956, -6.3004, 5.9178)  -1.608
H (-10.3936, -3.3766, -9.8110)  0.423
N (-3.5726, 2.8074, 1.3643)  -0.087
H (-8.6910, -7.5033, 2.6903)  0.396
H (-5.1265, -1.8020, -7.1107)  0.425
C (-7.6602, -2.9257, -6.5652)  -1.177
C (-8.8683, -4.6398, -7.8635)  -1.141
C (7.2922, 9.4413, -2.6709)  -1.682
S (-5.2217, 2.8544, 1.1570)  1.028
F (2.2957, -6.7132, -0.4294)  -0.324
H (-5.2225, -3.3155, -7.9969)  0.327
C (1.6776, 0.4741, -0.1401)  0.577
C (2.8513, 6.9982, 12.7731)  1.174
H (6.4148, -9.3319, -7.8882)  0.433
H (4.5004, 9.1571, -2.5631)  0.483
C (5.0272, 9.3573, -1.6301)  -1.291
C (4.1161, 9.0429, -0.4254)  -0.609
N (6.3317, -6.5009, -7.4207)  0.714
H (5.0836, 7.0573, 12.7168)  0.392
O (6.5773, 1.5118, 7.8626)  -0.621
O (5.7257, -1.3723, 8.1152)  -0.548
C (4.0936, -5.3415, -9.1227)  -0.653
F (-1.6599, -4.6560, -2.0701)  -0.343
N (-5.9201, -7.4004, 4.7232)  0.592
C (-6.4372, -5.5377, 6.3476)  -1.204
H (0.1127, 4.7485, 9.5450)  0.391
H (7.5912, -4.4171, -5.9655)  0.423
H (5.6275, 7.1858, 2.5322)  0.422
F (-1.8709, 4.0934, 1.8696)  -0.392
H (-7.1441, -0.0883, -8.2911)  0.443
H (3.0066, 9.0433, 13.5622)  0.425
H (-9.9009, -5.1152, -10.1744)  0.407
H (-7.1156, -4.6671, -10.8414)  0.443
H (7.6258, -7.4605, -9.7310)  0.416
C (1.1994, 0.5938, -1.6126)  -1.055
H (1.3608, -0.3472, -2.1385)  0.343
H (-9.7987, -4.1464, -7.5826)  0.417

Force components x, y, z for each atom (eV/Å):
-0.25 0.38 -0.15
0.02 -0.36 0.62
-0.57 -0.64 0.16
-2.01 -4.05 8.79
-0.51 0.96 0.08
0.62 -0.16 0.49
-0.55 -0.69 -0.37
-0.13 -0.53 -0.22
-0.37 -0.11 -0.40
0.32 0.23 0.08
-2.57 -0.55 -0.43
-0.53 -0.67 -0.44
4.25 -0.58 3.80
-1.91 0.82 -0.83
1.20 0.82 -0.44
0.17 0.22 0.18
0.12 0.08 -0.45
0.15 0.20 -0.32
0.43 0.25 -0.23
-2.80 -2.50 1.01
-0.90 -0.77 0.07
-2.00 1.06 0.61
0.12 0.07 0.46
-0.07 0.10 -0.15
-0.20 1.25 2.08
-1.33 -0.27 0.11
0.60 0.45 -0.15
1.49 0.06 0.16
0.22 0.09 0.46
0.43 1.03 -1.51
-7.13 2.41 -3.32
0.75 0.58 -1.19
-0.06 0.08 -0.85
-0.66 -0.08 0.29
0.13 1.39 -0.13
0.19 -0.49 0.59
0.17 0.25 -0.02
2.49 1.97 -7.11
1.24 -0.93 -1.44
1.94 -0.03 -1.21
-0.34 -0.22 1.14
-0.02 0.47 -0.22
1.24 1.14 0.24
0.21 -0.30 -0.12
0.26 0.08 -0.06
-0.53 -0.56 -0.22
-0.30 -1.52 -0.41
4.84 5.68 -2.98
-2.34 0.81 0.28
-0.08 -0.44 -0.05
0.33 0.60 -0.01
-0.56 1.08 -0.29
0.10 0.17 0.52
1.14 2.43 -2.30
-1.25 0.60 0.44
0.72 0.58 0.50
0.22 0.12 -0.06
0.18 -0.57 0.04
0.35 0.31 0.30
-0.14 -0.03 -0.12
-0.08 0.02 0.25
0.03 -0.17 -0.51
0.05 -1.29 -0.98
-1.26 -1.88 -6.39
-0.57 0.27 0.28
-0.19 -0.46 -0.29
0.52 -0.90 -0.34
-6.39 -1.63 6.55
0.39 0.15 -0.38
-0.64 1.10 -1.26
-0.64 -0.21 0.04
0.19 -0.11 0.31
-2.85 -1.34 -2.51
-0.22 -0.27 -0.23
0.04 0.14 0.29
1.49 -0.32 1.07
0.62 -0.53 0.13
1.39 -0.56 -0.98
0.22 -0.23 -0.37
-0.37 -0.67 -0.06
0.65 -1.21 0.26
-0.16 -0.30 -0.92
0.22 -0.53 -0.43
-0.30 0.13 -0.43
0.58 -0.67 0.43
-0.02 0.78 -0.16
-0.67 -1.37 -0.72
-0.58 0.21 -0.06
0.52 0.36 -0.46
0.15 -0.11 -0.18
1.63 1.03 1.23
-0.86 0.13 0.59
0.13 -0.15 0.11
-5.10 5.68 5.66
0.48 0.08 -0.33
0.56 0.07 -0.76
-0.10 1.00 -0.29
0.16 -0.06 -0.13
-0.08 -0.40 -0.14
0.01 -0.75 0.04
0.75 -0.81 1.06
-0.36 -0.77 -0.56
0.78 2.50 0.84
0.22 0.30 0.47
0.80 -0.43 0.59
-0.39 0.61 -0.10
-0.88 -3.98 -0.55
7.55 -5.11 -0.26
-0.63 -0.84 1.25
0.10 -0.04 -0.09
-0.34 1.68 -1.32
-0.98 -0.25 -0.72
0.92 0.49 0.42
0.21 0.60 0.50
0.12 0.37 0.45
-0.52 -0.14 -0.48
0.70 0.98 2.97
1.64 0.08 2.41
0.60 0.08 0.31
0.27 0.05 -1.36
-1.73 -0.07 0.24
-0.50 -0.02 0.71
-0.02 0.26 -0.26
0.05 0.27 0.38
0.39 0.28 0.09
2.94 6.41 3.87
2.55 -3.26 0.34
-0.65 -0.10 0.32
0.15 -0.14 0.61
-0.34 0.96 0.04
0.05 -0.03 -0.65
-0.01 -0.19 0.34
1.26 0.43 -0.36
0.05 -0.19 0.13
-8.91 2.93 -0.27
-3.19 -2.78 1.43
-0.93 -0.33 1.22
-0.38 -0.91 0.02
0.15 0.20 0.35
-0.02 0.53 0.23
-6.47 4.09 -4.26
0.05 0.49 -0.92
0.95 0.20 -0.73
-0.39 0.45 -0.13
5.14 2.25 -5.58
0.31 0.04 0.30
-0.45 -0.77 0.14
-0.13 -0.25 -0.10
-0.45 -0.18 0.89
-0.15 0.49 0.07
0.82 0.27 -0.01
0.46 -1.52 -1.80
0.03 -0.03 0.07
7.38 11.62 -0.12
-0.12 -0.26 0.26
0.80 -2.53 3.55
-0.65 1.56 0.31
0.27 -0.50 0.06
-0.02 -0.41 0.61
-5.57 -7.94 0.98
0.30 -0.60 0.27
-0.41 -0.03 0.24
-1.35 -1.23 0.37
1.16 0.97 0.38
1.06 -0.20 0.61
-3.55 -4.43 -3.34
-1.37 -0.34 0.01
-0.54 -0.33 0.47
2.51 0.38 -0.84
0.07 0.42 -0.15
0.24 0.09 -0.37
0.35 -0.58 -0.08
-0.70 1.50 0.55
0.63 -0.36 -0.38
6.17 -2.18 0.26
-0.12 -0.61 -0.79
0.61 -1.19 1.49
0.43 0.80 3.22
1.12 -1.03 -0.22
-0.12 0.21 0.66
4.17 -4.59 -6.26
-0.24 -0.27 -0.77
0.05 0.08 -0.10
0.09 -0.24 -0.05
-0.12 0.78 -0.11
0.12 0.68 0.53
0.33 0.17 0.22
0.28 -0.45 0.28
-0.53 0.11 0.49
0.47 -0.37 0.04
-0.04 -0.56 0.36
-0.32 -0.09 1.60
0.62 -0.05 0.06
-0.11 0.08 -0.18

As for the gap between HOMO and LUMO: 1.453 eV. For the total energy, the calculation gives -219682.3721 eV. The value obtained for the LUMO energy is -8.048 eV. Its net charge is +2. As for the spin multiplicity: 1.